The following is a quantum chemistry calculation of a structure of composition C2H44CdF6NO26S2 at a distorted geometry, from OMol25.

```
82
Properties=species:S:1:pos:R:3:forces:R:3:mulliken_spin:R:1
Cd -1.22173 1.43733 -2.08809 -1.58 2.27 -2.04 3.12
C 0.80470 2.13926 1.54967 -1.13 -0.32 0.34 0.01
F 1.92426 2.10705 0.86412 -0.07 0.35 0.19 0.00
F 1.05369 2.00974 2.87026 -0.27 0.06 -1.25 0.00
F 0.13387 3.27738 1.32377 0.52 -0.97 0.37 0.02
S -0.37444 0.68572 0.97900 -2.38 0.39 0.71 0.18
O -0.10547 -0.47639 1.79223 0.48 0.71 -0.88 -0.02
O -1.76575 1.13664 1.18708 2.06 0.40 -1.25 0.05
N -0.05534 0.54729 -0.76791 1.93 -1.26 6.29 -0.77
S 1.10534 -0.52746 -0.81112 2.06 -2.84 -0.19 0.81
O 1.76556 -0.59410 -2.07526 -0.59 0.56 -1.30 -0.18
O 2.03467 -0.49262 0.29272 -0.64 0.19 -0.12 -0.06
C 0.16430 -2.23851 -0.69523 2.07 0.68 1.00 0.06
F 0.37267 -2.69395 0.55325 -0.53 -0.20 -1.31 -0.01
F -1.11146 -2.05781 -0.91629 -0.53 -0.31 -0.17 -0.02
F 0.70191 -3.08923 -1.59836 -0.56 0.60 0.78 -0.01
O -1.52031 3.33467 -1.11643 0.35 0.89 0.06 -0.42
H -1.26089 4.23479 -1.31319 0.40 0.38 -0.24 0.07
H -2.09093 3.41109 -0.35171 -0.76 -0.04 0.63 0.06
O 4.32636 1.48153 -0.78883 -0.21 0.09 0.05 -0.05
H 5.08592 2.05008 -0.91556 0.20 0.24 -0.05 0.01
H 4.69703 0.60483 -0.68773 -0.01 -0.34 0.00 0.01
O -3.16655 1.02915 -1.24634 -1.29 -0.23 0.26 -0.44
H -3.37705 1.12075 -0.31708 0.06 -0.14 0.74 0.04
H -3.99222 0.76930 -1.65497 -0.31 -0.11 -0.35 0.10
O -3.33565 3.77276 0.79543 -0.17 -0.04 -0.02 -0.04
H -3.58539 3.10327 1.43232 0.17 -0.40 0.66 0.01
H -4.11707 4.31744 0.70089 -0.25 0.27 -0.21 0.00
O -3.01443 2.33524 3.79886 -0.19 0.67 -0.24 0.00
H -2.65828 2.51927 4.66807 0.00 0.05 0.18 0.00
H -2.65493 1.47851 3.56865 0.15 -0.74 -0.02 0.00
O -2.26403 -0.50599 3.58166 -0.34 0.17 0.22 0.00
H -1.65974 -0.78740 2.89472 0.52 -0.08 -0.23 0.00
H -2.03981 -1.05045 4.33632 0.02 -0.14 0.27 0.00
O 4.13765 0.03072 2.42561 0.12 0.06 0.17 0.00
H 3.67543 0.00671 1.58775 -0.35 0.12 -0.51 0.00
H 4.83153 0.67772 2.29844 0.16 0.15 0.08 0.00
O 0.35050 2.30694 -3.24391 0.70 0.45 -0.45 -1.47
H 1.26440 2.04659 -3.35894 0.95 -0.48 0.04 0.25
H 0.25788 3.09846 -3.77414 -0.38 0.73 -0.54 0.35
O 1.67542 5.23868 0.33204 0.23 0.17 -0.78 0.00
H 1.81509 5.32970 1.27460 -0.05 0.15 0.52 0.00
H 1.82879 4.31054 0.15522 0.08 -0.04 -0.17 0.01
O 4.10464 -2.92059 -2.58554 0.14 -0.39 0.23 0.00
H 3.49297 -2.41289 -3.11876 -0.36 0.20 -0.24 0.01
H 4.81240 -2.30851 -2.38384 0.17 0.10 0.07 0.00
O -1.56603 -0.24535 -3.24062 -0.93 -1.18 -0.73 -1.01
H -1.02903 -0.85181 -3.75060 1.03 -0.75 -0.48 0.13
H -2.46721 -0.46891 -3.47328 -0.67 -0.02 -0.10 0.25
O -2.69651 -4.80386 -0.79821 -0.19 0.01 0.51 0.00
H -2.29231 -4.63458 -1.64921 0.54 -0.01 -0.59 0.00
H -3.26576 -5.55854 -0.94877 -0.18 -0.16 0.07 0.00
O -4.44452 -0.41856 1.62391 -0.45 0.94 -0.24 -0.01
H -4.31215 -1.36303 1.54215 -0.04 -0.41 -0.43 0.00
H -3.57472 -0.07041 1.82003 0.16 -0.01 0.30 0.00
O -3.77592 -3.01685 1.00070 -0.34 0.37 0.59 0.00
H -3.26080 -3.57655 0.41966 0.25 -0.51 -0.71 0.00
H -3.26255 -2.97132 1.80731 0.21 -0.18 0.34 0.00
O 2.67588 -2.36921 2.82059 -0.22 -0.13 0.44 0.00
H 2.74353 -2.75539 1.94738 0.18 -0.22 -0.47 0.00
H 2.98999 -1.47168 2.71108 0.07 0.19 0.35 0.00
O -0.14204 -2.23931 -4.36370 -0.76 -0.17 0.10 -0.09
H 0.77486 -1.97587 -4.44196 0.99 0.40 0.11 0.02
H -0.46214 -2.26508 -5.26543 -0.14 -0.14 -0.40 0.02
O -1.16736 -4.66902 -3.21658 -0.61 -0.37 0.11 0.00
H -0.29875 -5.06048 -3.30887 0.20 -0.09 0.07 0.00
H -1.02397 -3.73226 -3.35135 0.32 0.45 -0.25 0.01
O 2.76376 -4.06055 0.73200 0.05 -0.19 -0.21 0.00
H 3.26871 -4.26579 -0.05486 0.21 0.15 -0.38 0.00
H 2.51910 -4.91408 1.08956 -0.13 -0.21 0.18 0.00
O 2.45686 -1.12697 -4.69710 0.02 -0.39 -0.13 -0.11
H 2.75087 -0.39452 -4.15554 -0.17 0.33 0.49 0.04
H 2.77078 -0.91639 -5.57650 0.10 -0.05 -0.36 0.03
O 1.76116 5.43920 3.15445 0.14 0.14 -0.03 0.00
H 2.19981 4.69315 3.56337 0.21 -0.22 0.17 0.00
H 0.87016 5.41448 3.50337 -0.28 0.02 0.06 0.00
O -1.52474 5.86122 1.05024 0.19 0.42 -0.18 0.00
H -1.31268 6.07740 1.95826 0.09 0.14 0.11 0.00
H -2.07150 5.07793 1.11144 -0.30 -0.38 0.17 0.00
O 0.45808 -3.87925 3.78081 -0.65 -0.34 0.11 0.00
H 1.11024 -3.54155 3.16690 0.48 0.67 -0.04 0.00
H 0.79144 -4.73949 4.03593 0.02 -0.16 0.15 0.00
```
Positions in Å, forces in eV/Å.

Calculated values
Charge: 0
Gap between HOMO and LUMO (alpha / beta), eV: 3.34 / 9.95
Expectation value of S²: 0.7508
E_HOMO (alpha / beta), eV: -3.5 / -10.3
2S+1: 2
Molar mass, g mol⁻¹: 788.9